[1]
Below is a structure of composition C40H43BrN7OSTl, with properties calculated with ωB97M-V with the def2-TZVPD basis set.

```
94
Properties=species:S:1:pos:R:3:forces:R:3:lowdin_charge:R:1
Tl 2.560 1.237 -1.176 -0.08 0.86 -0.10 0.918
C 2.765 1.724 5.496 0.93 -0.27 -0.20 -0.107
C 2.855 1.347 4.059 0.32 0.10 -2.26 -0.277
N 2.018 2.308 3.225 0.01 -0.68 2.43 -0.037
C 1.894 2.185 1.892 -1.13 -1.08 -1.85 -0.813
S 3.409 1.834 1.119 0.17 -0.02 -0.89 0.650
N 0.674 2.232 1.375 0.92 0.93 -0.06 0.033
N 0.586 2.205 -0.018 1.85 -1.35 0.76 -0.038
C -0.432 2.667 -0.607 -0.65 1.49 1.03 -0.256
C -1.424 3.520 0.147 -0.10 0.67 -1.33 -0.007
C -0.517 2.484 -2.060 -1.44 -0.04 -1.80 -0.211
C -1.775 2.346 -2.723 2.22 -0.65 0.16 0.022
C -1.682 1.979 -4.074 -1.00 0.01 0.61 -0.087
C -0.500 1.746 -4.724 1.76 0.83 -0.24 -0.039
C 0.709 1.967 -3.986 -1.66 -0.05 -1.22 -0.102
N 0.633 2.397 -2.747 0.60 -0.62 1.29 0.061
H 3.448 1.075 6.018 0.04 -0.51 0.51 0.068
H 3.169 2.710 5.669 -0.37 0.53 0.01 0.075
H 1.769 1.574 5.851 -0.65 0.21 0.54 0.060
H 3.913 1.341 3.690 -0.96 0.34 0.32 0.085
H 2.505 0.308 3.869 -0.02 0.51 0.22 0.123
H 1.100 2.369 3.662 0.00 0.19 -0.22 0.107
H -0.914 4.009 0.966 0.13 0.09 0.12 0.069
H -1.865 4.284 -0.539 0.39 -0.54 0.44 0.095
H -2.233 2.957 0.559 -0.66 -0.72 0.37 0.045
H -2.718 2.322 -2.197 0.00 0.24 0.10 0.094
H -2.605 1.805 -4.599 -0.26 0.04 -0.23 0.098
H -0.489 1.572 -5.819 0.11 -0.29 0.98 0.112
H 1.699 1.779 -4.416 -0.27 0.24 0.21 0.118
C -4.246 -4.336 3.964 -1.68 -2.09 -1.20 -0.070
C -5.264 -3.573 3.035 -1.11 -0.22 1.86 -0.538
C -6.560 -3.373 3.926 0.34 -0.93 0.36 -0.067
C -5.635 -4.514 1.881 -1.09 0.89 -0.49 -0.084
C -4.753 -2.214 2.563 0.15 -1.58 0.62 -0.225
C -4.921 -1.745 1.282 -0.94 0.61 -1.14 -0.128
C -4.462 -0.487 0.976 -0.14 -0.14 -0.49 -0.571
Br -4.958 0.237 -0.754 0.26 -0.09 0.47 0.657
C -3.788 0.340 1.881 0.46 2.45 -0.53 -0.448
O -3.539 1.573 1.591 0.26 -1.09 -0.04 -0.170
C -3.490 -0.236 3.160 0.11 0.88 0.89 -0.100
C -4.030 -1.446 3.478 0.08 -1.38 1.22 -0.016
C -2.783 0.623 4.241 -0.83 0.50 -0.34 -0.521
C -3.044 0.088 5.649 -1.82 1.45 1.15 -0.095
C -1.278 0.705 4.011 -0.21 -0.66 -0.28 -0.055
C -3.376 2.074 4.238 0.71 0.30 -2.46 -0.067
H -4.728 -5.376 4.198 0.81 1.72 -0.25 0.100
H -4.006 -3.885 4.904 0.08 0.47 0.39 0.046
H -3.356 -4.548 3.391 0.50 0.02 0.01 0.075
H -7.057 -4.356 4.138 0.57 0.50 -0.04 0.074
H -7.299 -2.823 3.376 -0.31 0.61 -0.27 0.060
H -6.378 -2.881 4.915 0.06 -0.22 -0.88 0.083
H -5.771 -5.546 2.247 0.11 0.41 -0.32 0.071
H -4.819 -4.405 1.170 0.00 -0.59 -0.31 0.076
H -6.600 -4.179 1.337 1.45 -0.48 0.90 0.106
H -5.539 -2.142 0.459 0.39 -0.63 0.87 0.090
H -3.894 -1.922 4.511 -0.18 1.03 -1.68 0.107
H -2.867 -0.972 5.801 0.59 0.08 0.20 0.054
H -4.161 0.236 5.873 1.34 -0.33 -0.31 0.105
H -2.546 0.781 6.410 -0.24 -1.24 -0.89 0.093
H -0.846 -0.302 3.867 -0.08 0.43 -0.03 0.100
H -0.810 1.162 4.864 0.33 0.25 0.67 0.054
H -1.073 1.341 3.168 0.18 -0.01 -0.67 0.052
H -4.464 2.116 4.140 0.06 -0.29 0.25 0.087
H -3.008 2.674 3.333 -0.44 -1.08 1.35 0.093
H -3.050 2.583 5.104 0.25 0.59 1.35 0.043
N 7.689 -3.451 -8.894 -1.06 0.92 1.79 0.073
C 7.110 -2.923 -8.014 1.25 -1.09 -2.10 -0.247
C 6.385 -2.249 -7.018 -0.03 0.53 0.39 -0.319
C 6.963 -1.284 -6.196 2.41 1.27 -0.05 -0.084
C 6.299 -0.507 -5.273 -0.01 0.13 0.39 -0.078
C 4.934 -0.742 -4.959 -2.01 -1.29 0.77 -0.151
C 4.348 -1.813 -5.804 1.17 1.25 0.72 -0.046
C 5.022 -2.456 -6.798 -0.52 -1.52 -0.09 -0.087
C 4.162 -0.133 -3.843 1.27 0.79 -2.28 -0.105
C 3.070 -0.874 -3.204 0.39 -0.25 0.08 -0.289
C 2.895 -2.268 -3.114 -0.19 1.02 -0.19 -0.104
C 1.735 -2.554 -2.383 -1.15 0.98 0.49 -0.133
C 1.196 -1.337 -1.983 0.77 -0.22 -0.13 -0.210
N 1.996 -0.282 -2.499 0.00 -1.48 0.25 -0.134
C 4.421 1.355 -3.701 -0.03 -0.60 0.06 -0.271
C 5.136 2.259 -4.539 -1.39 -0.37 1.35 -0.086
C 5.041 3.542 -3.935 0.36 -0.59 0.06 -0.154
C 4.373 3.378 -2.769 -1.18 1.14 1.91 -0.258
N 3.949 2.091 -2.620 0.37 -0.72 -0.29 -0.128
H 8.075 -1.088 -6.313 -1.37 -0.27 0.11 0.121
H 6.844 0.223 -4.664 -0.11 -0.32 -0.39 0.106
H 3.358 -2.104 -5.607 -1.17 -0.18 0.16 0.073
H 4.573 -3.317 -7.340 -0.07 0.87 0.29 0.115
H 3.477 -3.013 -3.577 0.77 -0.52 -0.48 0.076
H 1.285 -3.537 -2.225 0.24 0.38 0.07 0.085
H 0.400 -1.108 -1.286 -0.08 -0.05 -0.23 0.081
H 5.551 2.046 -5.481 0.47 -0.34 -0.86 0.064
H 5.449 4.476 -4.230 0.39 0.50 -0.48 0.062
H 4.108 4.112 -1.970 0.29 -0.58 -0.96 0.099
```
Forces are in eV/Å.

## Properties
LUMO energy: 3.685 eV
total charge: -2
HOMO level: -0.0121 hartree
relative energy (zero: lowest compared OMol25 entry of this formula, charge and spin): 71.7 kcal per mole
gap between HOMO and LUMO: 4.0 eV
strongest force on any atom: 0.05707 Eh/bohr

---

[2]
Below is a structure of composition C28H49F5N3O7PS, with properties calculated with ωB97M-V with the def2-TZVPD basis set.

```
94
Properties=species:S:1:pos:R:3:forces:R:3:lowdin_charge:R:1
C 4.652 -0.951 3.623 -0.01 -0.04 0.21 -0.068
C 3.506 -0.042 4.017 0.08 0.18 0.11 -0.265
O 3.086 0.819 2.939 0.03 -0.09 0.07 -0.213
P 2.071 0.239 1.849 0.09 -0.02 0.02 0.538
O 1.923 -1.227 1.949 0.14 0.48 0.35 -0.241
C 0.563 1.197 2.035 -0.16 0.12 0.12 -0.148
C -0.718 0.344 2.094 -0.16 0.08 0.05 -0.135
C -1.577 0.572 0.884 -0.96 0.45 -0.11 -0.090
C -1.147 -0.027 -0.352 -0.21 0.28 -0.80 -0.146
O -0.032 -0.806 -0.266 -0.03 0.16 -0.08 -0.076
C -0.316 -2.182 0.045 -0.12 -0.08 -0.14 -0.121
C 0.985 -2.944 0.181 -0.06 -0.70 0.18 -0.194
N 0.964 -4.158 -0.635 -0.01 0.29 -0.05 -0.056
C 2.277 -4.740 -0.851 -0.14 0.01 -0.06 -0.176
C 3.211 -3.879 -1.746 -0.03 -0.09 0.10 -0.401
C 4.308 -3.168 -0.972 -0.03 -0.34 0.17 -0.039
O 2.488 -2.998 -2.581 0.14 0.04 -0.37 -0.019
C -1.764 0.230 -1.567 0.22 -0.07 0.64 0.026
C -1.315 -0.284 -2.916 0.08 0.04 -0.03 -0.400
F -1.368 0.737 -3.814 0.05 0.00 0.07 0.106
F -0.032 -0.711 -2.902 -0.09 -0.06 -0.04 0.131
C -2.234 -1.426 -3.448 -0.14 0.03 -0.08 -0.274
F -1.663 -2.624 -3.219 0.03 0.05 0.09 0.099
F -2.424 -1.301 -4.790 0.18 -0.09 0.04 0.070
C -2.942 1.045 -1.525 0.01 -0.12 -0.31 -0.285
N -3.740 1.350 -2.564 0.11 -0.30 -0.04 -0.219
S -4.952 2.218 -1.990 0.35 -0.03 0.21 1.041
N -4.545 2.293 -0.445 0.10 -0.14 0.19 -0.227
C -3.407 1.588 -0.300 -0.13 0.12 0.20 -0.294
C -2.701 1.377 0.930 0.49 -0.38 -0.28 -0.112
C -3.235 2.040 2.171 -0.11 -0.32 -0.05 -0.120
C -4.052 1.115 3.100 -0.01 -0.05 0.16 -0.154
C -4.574 -0.146 2.456 -0.08 -0.02 0.03 -0.206
F -5.310 -0.858 3.402 -0.02 0.00 0.01 -0.058
O 2.705 0.789 0.505 0.02 0.01 -0.27 -0.179
C 3.140 -0.122 -0.529 -0.03 0.64 0.14 -0.269
C 4.211 0.533 -1.366 0.07 -0.27 0.00 -0.041
H 5.216 -0.500 2.814 0.11 0.02 -0.14 0.081
H 5.325 -1.081 4.467 0.08 -0.03 0.09 0.074
H 4.297 -1.933 3.331 -0.05 -0.07 -0.26 0.071
H 2.659 -0.614 4.383 -0.15 -0.08 0.03 0.114
H 3.815 0.635 4.810 0.03 0.12 0.04 0.108
H 0.666 1.808 2.930 0.07 -0.05 0.08 0.073
H 0.488 1.895 1.205 0.19 0.08 -0.13 0.112
H -0.464 -0.706 2.198 0.05 -0.07 0.04 0.098
H -1.287 0.621 2.974 -0.05 -0.02 0.19 0.104
H -0.922 -2.227 0.952 -0.03 0.02 0.10 0.124
H -0.890 -2.619 -0.769 -0.08 0.00 -0.19 0.120
H 1.792 -2.292 -0.125 -0.05 -0.12 -0.10 0.071
H 1.168 -3.168 1.236 0.11 0.00 -0.10 0.114
H 0.388 -4.838 -0.159 -0.07 -0.15 -0.12 0.112
H 2.790 -4.967 0.092 0.18 0.04 0.13 0.110
H 2.125 -5.692 -1.353 -0.09 -0.11 -0.05 0.113
H 3.701 -4.567 -2.432 0.05 -0.14 -0.08 0.132
H 4.740 -3.847 -0.240 0.11 -0.10 0.06 0.085
H 3.914 -2.318 -0.417 0.29 -0.74 -0.20 0.031
H 5.106 -2.843 -1.632 0.04 0.19 -0.12 0.085
H 2.419 -2.135 -2.166 -0.15 0.01 0.07 0.052
H -3.212 -1.399 -2.971 -0.09 0.04 0.05 0.162
H -3.884 2.844 1.847 0.03 0.23 -0.03 0.104
H -2.409 2.459 2.735 0.07 0.21 0.07 0.114
H -3.470 0.820 3.972 0.15 -0.06 0.06 0.110
H -4.911 1.660 3.485 -0.07 0.12 0.06 0.116
H -3.770 -0.797 2.118 0.08 -0.07 -0.07 0.116
H -5.239 0.071 1.622 -0.04 0.01 -0.13 0.121
H 3.512 -1.028 -0.065 -0.23 0.67 0.24 0.059
H 2.264 -0.348 -1.133 -0.12 -0.19 -0.06 0.104
H 3.791 1.194 -2.115 -0.03 0.25 0.03 0.081
H 4.767 -0.241 -1.892 0.02 -0.08 -0.11 0.073
H 4.914 1.064 -0.734 0.06 0.16 0.07 0.083
C 2.288 5.316 4.602 -0.03 -0.04 -0.08 -0.058
C 1.492 4.168 5.203 0.16 0.05 0.08 -0.489
C 1.797 3.977 6.680 -0.03 -0.09 -0.02 -0.059
O 1.728 2.961 4.477 -0.18 0.10 0.13 -0.074
H 3.360 5.112 4.681 0.01 0.02 0.04 0.083
H 2.048 5.438 3.546 -0.01 0.00 0.00 0.080
H 2.081 6.254 5.118 0.00 0.00 0.02 0.080
H 0.426 4.363 5.077 -0.03 -0.02 -0.02 0.138
H 2.855 3.737 6.816 0.02 0.04 0.01 0.081
H 1.211 3.155 7.089 -0.01 0.01 -0.01 0.079
H 1.577 4.880 7.250 0.01 0.01 -0.01 0.080
H 2.664 2.740 4.540 0.03 -0.02 -0.13 0.074
C -3.765 -0.899 -8.263 -0.05 -0.06 0.00 -0.060
C -4.632 -0.077 -7.321 0.16 -0.02 0.01 -0.496
C -3.866 1.095 -6.734 0.01 0.06 0.10 -0.058
O -5.157 -0.900 -6.279 -0.06 0.01 -0.04 -0.056
H -2.908 -1.307 -7.722 0.03 0.03 -0.01 0.077
H -4.333 -1.734 -8.675 -0.01 0.01 0.00 0.078
H -3.390 -0.292 -9.089 0.00 0.02 0.01 0.078
H -5.507 0.287 -7.862 -0.05 -0.01 0.02 0.134
H -3.021 0.729 -6.145 0.02 0.04 -0.05 0.063
H -4.502 1.677 -6.066 -0.03 0.00 -0.02 0.075
H -3.481 1.757 -7.512 -0.01 -0.02 -0.03 0.080
H -4.405 -1.233 -5.777 0.00 0.01 0.01 0.057
```
Forces are in eV/Å.

## Properties
LUMO energy: -0.876 eV
total charge: 0
HOMO level: -0.3180 hartree
gap between HOMO and LUMO: 7.8 eV
strongest force on any atom: 0.02069 Eh/bohr

---

[3]
Below is a cluster of 3 separate species, C22H39IN4O2 in total, with properties calculated with ωB97M-V with the def2-TZVPD basis set.

```
68
Properties=species:S:1:pos:R:3:forces:R:3:lowdin_spin:R:1
N -2.733 1.193 -6.294 -1.91 1.00 -2.63 0.000
C -2.146 0.666 -5.494 2.31 -0.74 4.41 0.000
C -1.333 0.363 -4.241 -0.41 -0.28 -0.95 0.000
C 0.189 0.801 -4.403 -0.33 0.52 0.86 0.000
I 0.676 1.442 -6.409 0.39 -0.17 0.40 0.000
C 0.460 1.954 -3.464 -0.73 -4.07 -3.34 0.000
N 0.511 2.852 -2.795 0.41 2.93 2.35 0.000
H -1.769 0.881 -3.361 0.03 -0.22 -0.71 -0.001
H -1.448 -0.722 -4.044 0.45 0.56 -0.08 0.000
H 0.854 -0.041 -4.155 -0.26 0.47 -0.17 0.000
C -3.627 -2.498 0.611 -0.27 -0.01 0.23 0.002
C -2.806 -1.319 0.047 -0.17 -2.03 0.28 0.026
C -1.699 -0.949 1.038 0.10 0.52 0.25 0.014
C -2.225 -0.252 2.287 -0.06 -0.02 0.02 0.001
C -3.067 0.963 1.913 0.57 -0.17 -0.10 0.014
C -4.174 0.666 0.889 -1.86 0.21 1.32 0.025
N -3.700 -0.157 -0.263 2.66 1.95 -0.33 0.350
O -3.059 0.653 -1.083 -0.81 -0.80 -0.17 0.559
C -5.356 -0.046 1.581 0.02 -0.35 0.18 0.002
C -4.772 2.009 0.438 0.38 0.07 -0.64 -0.001
C -2.152 -1.905 -1.213 -0.04 0.62 -0.50 -0.001
H -3.053 -3.425 0.562 0.11 0.14 -0.11 0.000
H -3.899 -2.385 1.657 -0.06 0.09 -0.05 0.000
H -4.540 -2.654 0.030 0.02 0.07 0.03 0.001
H -0.972 -0.291 0.551 -0.09 0.00 -0.06 0.003
H -1.147 -1.845 1.333 -0.09 -0.07 -0.18 0.001
H -2.807 -0.946 2.901 -0.01 -0.01 -0.04 0.000
H -1.383 0.067 2.906 -0.02 -0.03 -0.03 0.001
H -3.506 1.387 2.819 -0.20 0.02 -0.15 0.001
H -2.397 1.731 1.511 -0.09 -0.04 -0.14 0.002
H -6.092 -0.384 0.847 0.09 -0.01 -0.02 0.001
H -5.870 0.633 2.264 0.12 0.11 -0.10 0.000
H -5.061 -0.899 2.188 0.02 -0.04 -0.09 0.000
H -4.017 2.686 0.038 0.00 -0.16 -0.11 -0.001
H -5.231 2.523 1.284 0.04 -0.25 0.10 0.000
H -5.543 1.865 -0.322 0.06 -0.03 0.00 0.000
H -2.905 -2.209 -1.945 -0.01 0.06 0.03 0.000
H -1.561 -2.788 -0.963 -0.14 0.05 0.24 0.000
H -1.468 -1.204 -1.693 -0.13 0.10 0.06 -0.001
C 4.378 1.978 1.310 0.11 0.07 -0.32 0.002
C 3.699 0.724 1.904 1.22 1.80 0.42 0.026
C 4.750 -0.376 2.105 -0.05 -0.49 -0.24 0.014
C 5.219 -0.994 0.792 0.00 0.04 -0.03 0.001
C 4.032 -1.498 -0.022 0.20 -0.13 0.54 0.014
C 2.924 -0.453 -0.223 0.25 0.46 -2.17 0.026
N 2.571 0.278 1.033 0.00 -2.77 1.42 0.348
O 1.796 -0.500 1.750 -0.35 0.79 -0.38 0.561
C 3.348 0.562 -1.307 0.27 0.28 0.03 0.002
C 1.713 -1.167 -0.846 -0.40 -0.06 0.62 -0.001
C 3.208 1.193 3.282 -0.61 -0.40 0.06 -0.001
H 4.989 2.477 2.064 -0.11 -0.14 0.10 0.000
H 5.057 1.764 0.488 -0.10 -0.02 -0.05 0.000
H 3.635 2.701 0.967 0.00 -0.09 -0.02 0.001
H 4.341 -1.170 2.739 -0.15 0.09 -0.04 0.003
H 5.612 0.027 2.643 -0.15 0.19 0.02 0.001
H 5.802 -0.274 0.211 -0.04 0.02 0.02 0.000
H 5.893 -1.828 1.005 -0.01 0.04 -0.03 0.001
H 4.388 -1.851 -0.993 -0.20 0.12 -0.07 0.001
H 3.618 -2.375 0.488 -0.13 0.11 0.02 0.002
H 2.636 1.388 -1.372 0.03 -0.03 0.10 0.001
H 3.385 0.093 -2.293 -0.07 -0.17 0.12 0.000
H 4.340 0.978 -1.148 -0.04 0.05 0.06 0.000
H 1.372 -2.011 -0.244 -0.04 0.16 0.11 0.000
H 1.973 -1.571 -1.827 0.23 0.14 0.06 0.000
H 0.874 -0.479 -0.981 0.04 0.01 0.06 0.000
H 2.472 1.994 3.183 0.00 -0.06 -0.03 0.000
H 4.042 1.579 3.870 0.10 -0.01 -0.25 0.000
H 2.763 0.389 3.868 -0.09 -0.01 -0.18 -0.001
```
Forces are in eV/Å.

## Properties
LUMO energy (alpha / beta): -0.240 / -0.248 eV
total charge: 0
HOMO level (alpha / beta): -0.3263 / -0.3542 hartree
multiplicity: 3
gap between HOMO and LUMO (alpha / beta): 8.6 / 9.4 eV
expectation value of S²: 2.008
strongest force on any atom: 0.10341 Eh/bohr

---

[4]
Below is the ion C6H12N with charge +1, with properties calculated with ωB97M-V with the def2-TZVPD basis set.

```
19
Properties=species:S:1:pos:R:3:forces:R:3:lowdin_charge:R:1
C 2.187 -0.650 0.342 0.08 0.00 -0.12 -0.099
C 1.268 -0.120 -0.741 -2.09 1.96 0.52 -0.143
C -0.075 0.650 -0.133 2.30 -1.06 -0.39 -0.340
N -0.865 -0.453 0.585 0.05 -0.15 0.35 0.045
C -2.047 -0.930 -0.155 -0.52 -0.38 -0.37 0.002
C -0.097 1.990 0.489 -0.64 -0.66 -1.22 0.090
C -0.805 1.840 -0.602 0.76 -0.44 1.11 0.083
H 2.265 0.048 1.174 0.04 -0.02 0.09 0.084
H 3.186 -0.761 -0.083 -0.06 -0.12 0.14 0.090
H 1.888 -1.634 0.709 0.03 0.00 0.13 0.074
H 0.929 -0.897 -1.419 -0.01 -0.12 -0.17 0.104
H 1.775 0.646 -1.325 -0.05 -0.06 -0.08 0.115
H -0.204 -1.230 0.713 -0.26 0.20 0.16 0.152
H -1.158 -0.140 1.518 0.16 -0.06 -0.22 0.187
H -2.791 -0.140 -0.210 0.07 0.06 0.06 0.105
H -1.759 -1.217 -1.164 0.13 0.07 0.03 0.112
H -2.478 -1.799 0.341 0.04 0.11 0.07 0.109
H 0.258 2.585 1.296 0.19 0.37 0.31 0.115
H -1.476 2.213 -1.336 -0.22 0.31 -0.41 0.115
```
Forces are in eV/Å.

## Properties
LUMO energy: -3.033 eV
structure (SMILES): CCC1([NH2+]C)C=C1
total charge: +1
HOMO level: -0.5350 hartree
relative energy (zero: lowest compared OMol25 entry of this formula, charge and spin): 55.0 kcal per mole
gap between HOMO and LUMO: 11.5 eV
strongest force on any atom: 0.05667 Eh/bohr